# C46H37CoN2O2S2

A structure of composition C46H37CoN2O2S2 at a distorted geometry (the ωB97M-V functional and the def2-TZVPD basis, OMol25).

Calculated values
**E**: -114670.302 eV
**Kohn-Sham gap (spin up / spin down)**: 7.1 / 7.2 eV
**Multiplicity**: 2
**Net charge**: +1
**Relative energy (zero: lowest compared OMol25 entry of this formula, charge and spin)**: 14.8 kcal per mole
**HOMO level (spin up / spin down)**: -9.91 / -9.90 eV

CARTESIAN COORDINATES (ANGSTROEM)
Co -0.83909 -2.42392 -1.65540
S 1.75549 -0.83885 -1.35446
S -0.91994 0.62585 -0.08331
O -0.90844 -0.37540 -1.22203
O 1.17029 -2.18840 -1.69055
N -0.94479 -4.43228 -1.58133
N -2.83159 -2.57923 -1.75533
C -4.77613 3.03223 -0.33755
C 1.34962 1.83561 3.10193
C -2.34357 -6.20577 -1.26743
C 6.32906 -1.00403 -1.38074
C 1.02765 0.71859 5.20555
C 1.11881 1.89795 4.44791
C 4.82673 3.35191 0.44196
C -3.85111 -1.55064 -1.78228
C -5.67898 -0.79433 -0.23475
C 1.54200 1.65262 0.14764
C 1.38466 -0.60709 3.21655
C 1.61598 0.47965 1.04570
C 4.23859 -2.08750 -0.83007
C -2.26727 -4.80811 -1.40886
C -2.90654 2.13740 0.88998
C -1.04809 -6.67464 -1.37427
C 0.35761 1.82288 -0.54012
C 0.21435 2.82126 -1.51145
C -4.09994 2.82808 0.86488
C -4.02598 -0.99488 1.97353
C 4.71687 4.31044 -0.57874
C 1.65170 -0.76318 0.45532
C 3.81460 2.46297 0.67235
C -6.12098 3.68898 -0.33390
C 4.23477 0.03400 -1.96694
C -3.53705 -1.29262 0.71259
C 5.62339 -2.07012 -0.83113
C 2.49442 3.52081 -1.09718
C 5.61579 0.04219 -1.96020
C -4.19511 2.58040 -1.51821
C -2.99363 1.89088 -1.50661
C 1.56112 -1.94135 1.20729
C 1.16899 -0.50272 4.60718
C 3.54911 -1.02416 -1.38731
C -4.36130 -1.19995 -0.40130
C 1.44198 -1.86017 2.56550
C -3.22379 -3.78933 -1.46431
C -2.37073 1.65348 -0.29492
C 2.62364 2.53391 -0.08169
C -5.34845 -0.62095 2.13558
C -6.17304 -0.51514 1.02826
C 7.82293 -0.96977 -1.36322
C -0.22544 -5.55006 -1.56932
C 3.58245 4.38688 -1.33760
C 1.47702 0.58756 2.45295
C 1.27919 3.62604 -1.81001
H -3.42509 -0.66165 -2.25211
H -4.53179 3.18667 1.78726
H 1.09040 -1.40960 5.18772
H -7.20931 -0.23635 1.14810
H 3.90171 1.70768 1.44125
H 8.23107 -1.71089 -0.68281
H 5.53831 4.98799 -0.75917
H -3.37670 -1.07216 2.83378
H 0.98941 2.85538 4.93131
H 5.71880 3.32074 1.04750
H 1.18517 4.37247 -2.58488
H -0.71952 -7.69490 -1.32068
H -5.74000 -0.42689 3.12315
H 1.55768 -2.89466 0.69705
H -2.55557 1.52424 -2.42487
H 1.35961 -2.76228 3.15397
H 3.49692 5.12691 -2.11905
H -6.32783 -0.72185 -1.09612
H 6.16060 -2.89622 -0.38547
H -4.27495 -4.00685 -1.28331
H 3.68294 0.84897 -2.41271
H 3.70658 -2.92256 -0.39733
H 8.21417 -1.16735 -2.36023
H -3.24113 -6.77597 -1.11901
H -6.84664 3.02441 0.13787
H -0.72912 2.95267 -2.01743
H 8.16969 0.01599 -1.06316
H 0.84008 -5.53241 -1.71538
H -4.69924 -1.88174 -2.39299
H 6.14658 0.87034 -2.40552
H 1.42611 2.74089 2.51646
H -2.39210 1.94746 1.82150
H -2.51244 -1.63057 0.60338
H -4.69441 2.75479 -2.46089
H -6.09977 4.61134 0.24255
H -6.45992 3.90973 -1.34265
H 0.82191 0.78830 6.26279